# 1
The following is a DFT calculation (the ωB97M-V functional and the def2-TZVPD basis) of a molecular structure, C23H40NOPbSbSe4Si3Te.

```
! wB97M-V def2-TZVPD RIJCOSX def2/J DEFGRID3
* xyz -2 1
Pb -1.894 1.773 0.661
C -2.143 1.264 5.123
Si -0.827 0.742 3.873
C 0.117 2.308 3.435
C 0.408 -0.372 4.774
N -1.434 0.042 2.442
C -2.040 -1.169 2.387
C -2.471 -1.930 3.495
C -3.014 -3.199 3.376
C -3.168 -3.786 2.131
C -2.783 -3.062 1.006
C -2.267 -1.790 1.134
O -1.843 -1.073 0.020
C -2.378 -1.430 -1.204
C -1.489 -1.813 -2.192
C -1.971 -2.076 -3.468
C -3.326 -1.965 -3.737
C -4.203 -1.584 -2.728
C -3.737 -1.316 -1.453
H -1.714 1.922 5.883
H -2.606 0.419 5.633
H -2.936 1.810 4.609
H 0.643 2.671 4.320
H -0.535 3.113 3.093
H 0.852 2.118 2.649
H 0.839 0.164 5.624
H 1.221 -0.648 4.100
H -0.040 -1.293 5.145
H -2.376 -1.495 4.481
H -3.324 -3.727 4.271
H -3.586 -4.778 2.023
H -2.897 -3.484 0.016
H -0.434 -1.873 -1.952
H -1.280 -2.354 -4.254
H -3.698 -2.144 -4.738
H -5.254 -1.443 -2.944
H -4.397 -0.956 -0.674
C 0.964 3.239 -3.964
Si 1.529 2.818 -2.227
C 3.389 3.108 -2.117
C 0.675 3.912 -0.989
C 1.146 1.000 -1.971
Te 1.480 0.152 -0.039
C 3.620 -0.100 -0.176
Si 4.090 -1.776 -0.844
C 3.342 -2.050 -2.538
C 3.515 -3.114 0.331
C 5.966 -1.887 -1.002
H 1.219 4.269 -4.221
H -0.119 3.133 -4.029
H 1.418 2.581 -4.707
H 3.614 4.123 -2.449
H 3.955 2.417 -2.745
H 3.747 3.007 -1.091
H 1.112 4.913 -1.004
H 0.781 3.521 0.025
H -0.392 4.004 -1.203
H 1.636 0.362 -2.708
H 0.067 0.875 -2.115
H 4.010 0.052 0.832
H 4.001 0.715 -0.791
H 2.255 -1.987 -2.495
H 3.609 -3.039 -2.915
H 3.695 -1.309 -3.258
H 2.443 -3.036 0.509
H 4.021 -3.035 1.295
H 3.720 -4.105 -0.077
H 6.342 -1.135 -1.698
H 6.282 -2.866 -1.363
H 6.446 -1.715 -0.038
Se -3.523 5.315 -0.227
Sb -4.442 3.213 -1.013
Se -4.547 1.707 1.070
Se -6.507 3.183 -2.258
Se -2.575 1.949 -2.147
*
```

Highest occupied orbital energy in eV: -1.9
Orbital gap in eV: 5.28
Energy above the lowest of the compared OMol25 structures with the same formula, charge and spin in eV: 0.000

For each atom in turn, the Mulliken charge in e is: 1.09, -1.13, -0.13, -0.96, -1.05, 0.61, 0.30, -0.31, -1.05, -0.74, -0.83, 0.31, 0.44, -0.19, -0.12, -0.57, -0.50, -0.78, 0.19, 0.33, 0.34, 0.30, 0.42, 0.33, 0.09, 0.33, 0.22, 0.35, 0.18, 0.35, 0.36, 0.42, 0.34, 0.36, 0.36, 0.38, 0.39, -1.01, 0.27, -1.18, -0.45, 0.13, -0.04, -0.64, 0.27, -0.65, -1.00, -1.08, 0.31, 0.27, 0.29, 0.34, 0.31, 0.32, 0.38, -0.01, 0.17, 0.36, -0.43, 0.51, 0.07, -0.01, 0.37, 0.29, 0.29, 0.29, 0.32, 0.30, 0.28, 0.30, -0.70, 0.51, -0.71, -0.74, -0.71

---

# 2
The following is a DFT calculation (the ωB97M-V functional and the def2-TZVPD basis) of 6 unconnected molecules or ions with the total composition C23H40O14S2.

```
! wB97M-V def2-TZVPD RIJCOSX def2/J DEFGRID3
* xyz 0 1
C 1.043 5.008 0.685
C 0.367 3.939 1.456
C 0.633 2.480 0.986
O 1.903 2.197 1.663
C 1.986 2.960 2.767
O 2.648 2.781 3.778
O 1.063 4.013 2.666
H 2.123 4.866 0.636
H 0.620 5.946 1.046
H 0.857 5.070 -0.387
H -0.712 4.035 1.581
H 0.674 2.464 -0.103
H -0.085 1.818 1.469
C 0.558 -3.271 -1.830
C 1.987 -3.594 -1.512
C 2.934 -2.552 -1.847
O 3.935 -2.580 -0.817
C 3.253 -3.049 0.225
O 3.570 -3.018 1.389
O 2.107 -3.605 -0.148
H 0.096 -2.906 -0.913
H 0.008 -4.159 -2.142
H 0.416 -2.548 -2.634
H 2.321 -4.526 -1.968
H 2.587 -1.527 -1.979
H 3.518 -2.764 -2.744
C 0.962 -1.216 0.372
C 0.632 0.338 0.223
C 0.775 1.020 -1.179
O -0.454 1.391 -1.475
C -1.304 1.254 -0.506
O -2.471 1.681 -0.632
O -0.730 0.537 0.491
H 0.974 -1.642 1.376
H 1.974 -1.374 0.000
H 0.292 -1.766 -0.289
H 1.115 0.928 1.002
H 1.180 0.286 -1.876
H 1.504 1.829 -1.122
O -2.435 -3.957 3.465
S -1.269 -3.141 3.017
O 0.111 -3.536 3.362
C -1.263 -2.746 1.266
C -2.004 -1.448 1.042
C -1.707 -0.550 2.318
C -1.759 -1.408 3.572
H -1.548 -3.738 0.916
H -0.244 -2.501 0.969
H -1.643 -1.014 0.110
H -3.040 -1.776 0.959
H -2.545 0.133 2.456
H -0.753 -0.036 2.204
H -2.838 -1.398 3.720
H -1.158 -1.159 4.447
O -4.612 -2.236 -0.002
S -4.304 -0.870 -0.456
O -3.933 0.058 0.645
C -3.026 -0.842 -1.680
C -3.456 0.295 -2.653
C -4.971 0.358 -2.793
C -5.667 -0.016 -1.436
H -3.192 -1.792 -2.189
H -2.077 -0.868 -1.144
H -3.078 1.151 -2.093
H -2.898 0.444 -3.577
H -5.047 -0.151 -3.753
H -5.178 1.384 -3.096
H -6.547 -0.644 -1.573
H -5.941 0.854 -0.840
C 4.560 2.259 0.796
C 3.715 2.216 -0.462
C 4.358 1.654 -1.751
O 2.566 2.766 -0.596
H 4.880 3.257 1.097
H 5.422 1.644 0.537
H 4.039 1.863 1.668
H 5.332 1.205 -1.555
H 4.713 2.472 -2.378
H 3.581 1.074 -2.248
*
```

Highest occupied orbital energy in eV: -9.5
Orbital gap in eV: 9.20
Energy above the lowest of the compared OMol25 structures with the same formula, charge and spin in eV: 11.482
SMILES: C[C@H]1COC(=O)O1.C[C@H]1COC(=O)O1.C[C@H]1COC(=O)O1.O=S1(=O)CCCC1.O=S1(=O)CCCC1.CC(C)=O

For each atom in turn, the Mulliken charge in e is: -1.56, 0.40, -1.00, -0.12, 0.41, -0.60, -0.37, 0.31, 0.45, 0.32, 0.53, 0.43, 0.51, -1.26, 0.68, -0.18, -0.37, 0.73, -0.55, -0.35, 0.69, 0.49, 0.31, 0.56, -0.22, 0.43, -1.74, 1.41, -1.27, -0.22, 0.36, -0.67, -0.98, 0.64, 1.84, -2.69, 0.81, 0.36, 0.62, -0.71, 1.11, -0.63, 0.81, 0.58, -0.73, -0.94, 0.58, -0.97, -0.73, 0.37, 0.58, -0.10, 0.40, 0.45, -0.79, 1.35, -0.64, 1.20, -0.55, -0.80, -0.81, 0.83, -1.45, 0.17, 0.64, 0.35, 0.39, 0.40, 0.40, -1.26, 1.19, -1.32, -0.56, 0.30, 0.43, 0.29, 0.47, 0.35, 0.27

---

Max |F|? In order: 0.337, 5.919 eV/Å.
LUMO? In order: 0.1252, -0.0096 Eh.